Record 1
Density functional theory data (ωB97M-V with the def2-TZVPD basis set) for a 3-piece molecular cluster, C3H12O4 overall.

```
19
Properties=species:S:1:pos:R:3:forces:R:3
C 0.006002 -1.041551 -2.433405 1.81 -2.71 0.82
O -0.648088 -1.995747 -3.274347 -0.74 -0.25 0.77
C -0.601960 0.318687 -2.077928 0.75 -3.76 1.47
C 0.187291 0.800423 -0.788369 -0.30 0.79 -1.74
O 0.098623 0.076036 0.407190 4.69 -1.89 1.19
H 0.229081 -1.763071 -1.538350 -0.63 1.93 -1.00
H 0.994019 -0.943167 -2.886987 0.32 0.63 0.07
H -0.974421 -1.665342 -4.096710 -0.13 0.76 -0.72
H -0.455875 0.902393 -2.956831 -0.16 1.18 -0.22
H -1.644618 0.014742 -1.898236 0.02 1.04 0.24
H 1.298413 0.926317 -1.046524 -1.79 0.53 0.03
H -0.406040 1.624064 -0.474727 0.49 2.12 -0.52
H 1.147263 0.036913 0.669696 -4.23 -0.37 -0.29
H 3.624304 -1.090293 2.425091 0.59 -2.11 -0.27
H 3.438523 0.057078 3.233255 0.50 2.24 5.89
O 3.349678 -0.207021 2.405586 -1.17 -0.13 -5.72
H -3.322836 0.899757 5.477454 0.12 0.72 -1.37
H -2.860663 1.856297 4.311071 1.63 1.55 -0.15
O -3.458690 1.193484 4.543078 -1.75 -2.28 1.53
```
Forces are in eV/Å.

Computed properties:
Structure (SMILES): OCCCO.O.O
Frontier orbital gap, eV: 10.2
Molecular weight, g/mol: 112.1
Energy relative to the best compared isomer or geometry (same formula, charge and spin), eV: 2.715

=====

Record 2
Density functional theory data (ωB97M-V with the def2-TZVPD basis set) for a 4-piece molecular cluster, C3H12O4 overall.

```
19
Properties=species:S:1:pos:R:3:forces:R:3
C -1.212252 3.400158 1.474266 0.88 0.16 -0.30
C -1.106907 1.981276 1.145911 0.40 0.39 -0.58
C -0.409844 1.095186 1.957637 -0.61 0.38 1.53
O -0.751248 -0.143226 1.969922 1.52 -0.91 -1.26
H -1.720700 3.547105 2.429260 -0.09 0.13 -0.01
H -0.199024 3.813190 1.573864 0.04 -0.08 0.37
H -1.643061 3.959723 0.668751 -0.67 0.23 -0.18
H -1.593928 1.577982 0.264159 -0.19 -0.10 0.06
H 0.235966 1.368996 2.788502 -0.19 0.44 0.04
H -0.714109 -0.437912 1.021164 -1.21 -1.13 -0.04
H 2.223105 0.450181 -2.549635 -0.25 0.11 -0.07
H 2.484559 -0.972613 -2.892885 -0.29 -0.25 -0.10
O 1.747148 -0.367108 -2.741582 0.45 0.08 0.27
H 1.070927 -4.663941 -1.026962 0.06 -0.11 0.03
H 2.423270 -4.513265 -1.732970 0.04 -0.12 0.02
O 1.519541 -4.188610 -1.731352 -0.13 0.30 -0.02
H -0.032261 -1.800064 -1.080999 0.02 -0.17 -0.24
H -1.520804 -2.228479 -1.035521 0.08 0.03 -0.05
O -0.800378 -1.878581 -0.501530 0.14 0.60 0.52
```
Forces are in eV/Å.

Computed properties:
Frontier orbital gap (spin up / spin down), eV: 9.5 / 6.5
Net charge: +1
Molecular weight, g/mol: 112.1
⟨S²⟩: 0.755
2S+1: 2
Energy relative to the best compared isomer or geometry (same formula, charge and spin), eV: 0.436

=====

Record 3
Density functional theory data (ωB97M-V with the def2-TZVPD basis set) for a 2-piece molecular cluster, C3H13N2 overall.

```
18
Properties=species:S:1:pos:R:3:forces:R:3
C -2.765264 0.677451 -0.121941 -2.14 1.89 0.05
N -1.450093 1.019932 0.369479 1.46 0.46 1.08
H -3.310279 0.029271 0.567355 0.60 -0.61 -0.37
H -3.492361 1.526491 -0.155386 0.62 0.14 0.33
H -2.846874 0.397437 -1.175106 0.80 -0.83 0.32
H -0.139514 -0.492464 0.257964 -0.41 -0.20 -0.33
H -1.366512 1.157328 1.377114 -0.86 -0.80 0.07
H -1.042548 1.920189 0.132803 -0.53 -0.06 -1.23
C 2.392768 0.025083 0.579490 1.80 0.10 1.86
C 1.817452 -0.696722 -0.566140 -2.09 -0.80 -2.57
N 0.291460 -1.174634 -0.395847 1.34 0.94 0.47
H 2.227870 -0.459897 1.550334 -0.40 0.10 -0.27
H 3.506571 0.032432 0.564076 -0.40 -0.33 -0.56
H 2.205087 1.089724 0.691513 -0.79 -0.01 -0.27
H 1.791743 -0.112712 -1.496165 -0.12 0.32 0.44
H 2.317435 -1.588883 -0.931898 0.30 -0.22 0.74
H -0.375298 -1.227681 -1.243800 0.70 0.30 -0.16
H 0.238358 -2.122352 -0.003840 0.13 -0.39 0.41
```
Forces are in eV/Å.

Computed properties:
Frontier orbital gap (spin up / spin down), eV: 4.0 / 10.4
Molecular weight, g/mol: 77.2
⟨S²⟩: 0.751
2S+1: 2
Energy relative to the best compared isomer or geometry (same formula, charge and spin), eV: 1.166

=====

Record 4
Density functional theory data (ωB97M-V with the def2-TZVPD basis set) for a 3-piece molecular cluster, C3H13N2O overall.

```
19
Properties=species:S:1:pos:R:3:forces:R:3
C 0.411864 0.873481 1.963155 -0.53 -0.32 -0.44
C 0.945797 -0.397909 1.368004 -0.12 0.60 -0.25
C -0.115152 -1.499561 1.275937 1.50 -0.97 -0.59
N 0.042098 -2.133272 0.008364 -2.12 1.02 0.12
N -0.742672 1.320424 1.202130 1.38 -0.04 0.49
H 0.062513 0.752181 3.005256 0.26 0.24 -0.06
H 1.229935 1.609995 1.952151 -0.25 0.30 0.22
H 1.205377 -0.160311 0.335538 0.19 0.04 0.09
H 1.857921 -0.719853 1.867154 -0.15 -0.14 0.19
H -1.132544 -1.031387 1.383172 -0.07 0.40 -0.10
H -0.010807 -2.254072 2.066011 -0.46 0.07 -0.02
H -0.090738 -1.429480 -0.768977 0.62 -0.05 0.00
H -0.582432 -2.929136 -0.128682 0.42 -0.28 0.10
H -0.976375 2.287295 1.422413 -0.43 -0.09 0.03
H -0.033818 1.539327 -6.968772 -0.05 -0.27 0.04
H -0.773670 1.054027 0.171745 -0.37 -0.61 -0.48
H -0.848576 0.611407 -1.971940 0.12 -0.20 0.34
H 0.105652 2.252393 -7.073661 0.05 0.27 -0.03
O -0.554366 0.254459 -1.109007 0.00 0.04 0.37
```
Forces are in eV/Å.

Computed properties:
Frontier orbital gap, eV: 5.2
Net charge: +1
Molecular weight, g/mol: 93.1
Energy relative to the best compared isomer or geometry (same formula, charge and spin), eV: 7.950

=====

Record 5
Density functional theory data (ωB97M-V with the def2-TZVPD basis set) for a 2-piece molecular cluster, C3H13N2O overall.

```
19
Properties=species:S:1:pos:R:3:forces:R:3
C 1.296800 -2.203589 1.367432 -0.33 0.39 -0.52
O 1.519449 -0.775379 1.265744 -0.44 -0.35 0.22
H 1.850090 -2.678253 0.563258 0.21 -0.35 0.26
H 1.515312 -2.574079 2.362479 0.28 -0.11 -0.02
H 0.237944 -2.382925 1.177425 -0.02 0.06 0.01
H 2.322474 -0.567918 1.746552 0.18 0.17 0.02
N -0.743627 0.774848 1.063399 0.25 -0.90 0.37
C -1.274862 0.809135 -0.335214 0.02 0.79 -0.13
C -0.155093 1.028042 -1.332266 0.66 -0.04 0.08
N -0.748939 1.072521 -2.648751 -0.71 -0.12 0.48
H -0.028149 0.006597 1.160363 0.09 0.52 0.13
H -0.264232 1.631998 1.340980 0.01 0.11 -0.31
H -1.469115 0.626177 1.766738 -0.10 -0.06 -0.19
H -1.798428 -0.113610 -0.560298 -0.14 -0.14 0.32
H -1.956164 1.656745 -0.380682 -0.19 -0.18 -0.15
H 0.342498 1.973845 -1.089462 -0.17 0.12 -0.26
H 0.640171 0.276246 -1.220987 -0.21 -0.19 0.14
H -0.088836 1.246696 -3.371378 0.60 0.30 -0.47
H -1.197292 0.192912 -2.875341 -0.01 -0.01 0.00
```
Forces are in eV/Å.

Computed properties:
Frontier orbital gap, eV: 9.9
Net charge: +1
Molecular weight, g/mol: 93.1
Energy relative to the best compared isomer or geometry (same formula, charge and spin), eV: 1.097

=====

Record 6
Density functional theory data (ωB97M-V with the def2-TZVPD basis set) for a 2-piece molecular cluster, C3H13N2O overall.

```
19
Properties=species:S:1:pos:R:3:forces:R:3
C 0.613814 0.482655 -1.253347 0.41 1.25 -0.59
N -0.751180 0.631506 -1.736047 -0.36 -0.62 -0.36
C 0.793230 -0.746524 -0.357406 1.81 -0.31 -0.56
N -0.444432 -1.332377 0.176555 -1.57 -0.28 0.05
C -1.219636 -0.396722 1.131480 0.58 -0.99 0.33
H 1.346191 0.373516 -2.097937 -0.83 0.03 0.63
H 0.954774 1.407282 -0.742762 -0.31 -0.68 -0.05
H -0.863602 0.564742 -2.736859 0.18 -0.04 0.02
H -1.275354 1.435708 -1.428649 0.34 0.18 0.10
H 1.376847 -1.457785 -0.926497 -0.67 -0.88 -0.32
H 1.497630 -0.540678 0.427437 -0.34 0.27 0.66
H -0.362096 -2.298845 0.521343 0.73 0.61 0.74
H -1.079337 -1.559562 -0.602423 0.08 1.04 -0.25
H -2.241675 -0.766789 1.208649 0.12 0.10 -0.07
H -0.735649 -0.368033 2.133492 -0.29 -0.32 -0.93
H -1.183400 0.584769 0.674264 -0.29 -0.17 -0.08
H 0.152816 1.452321 1.695167 0.42 0.62 0.40
H 1.657529 1.683935 2.116222 -0.18 0.35 0.16
O 1.034209 1.072413 1.719674 0.18 -0.19 0.12
```
Forces are in eV/Å.

Computed properties:
Frontier orbital gap, eV: 10.6
Net charge: +1
Molecular weight, g/mol: 93.1
Energy relative to the best compared isomer or geometry (same formula, charge and spin), eV: 1.431

=====

> The highest energy relative to the best compared isomer or geometry (same formula, charge and spin) belongs to which entry?

number 4